Record 1
{
  "formula": "C11H10F4N4O2",
  "method": "ωB97M-V/def2-TZVPD",
  "symbols": ["F", "F", "F", "F", "O", "O", "N", "N", "N", "N", "C", "C", "C", "C", "C", "C", "C", "C", "C", "C", "C", "H", "H", "H", "H", "H", "H", "H", "H", "H", "H"],
  "positions_angstrom": [[-1.19375, -0.09596, 2.58804], [3.62903, 2.58401, 2.65209], [-1.18740, 2.59491, 2.61292], [3.62274, -0.11109, 2.65173], [1.22302, 3.87168, 2.64478], [1.20494, -1.38590, 2.62218], [1.69253, -1.66016, -1.74146], [2.65989, -2.05331, -2.40240], [-0.44827, 0.29734, -1.15227], [3.56812, -2.43480, -3.04497], [1.21330, -0.17638, 2.62989], [1.22119, 2.66234, 2.64224], [-0.03368, 0.57442, 2.62118], [-2.84163, -0.08837, -1.30643], [-2.10774, -1.35734, -1.76904], [2.46544, 0.56601, 2.64374], [-1.75462, 0.99168, -1.23755], [0.41499, -1.76201, -2.25610], [-0.64229, -1.17347, -1.30815], [-0.03020, 1.91856, 2.62883], [2.46887, 1.91232, 2.64788], [-3.65223, 0.19580, -1.98801], [-1.90556, 1.67913, -0.39621], [-0.51858, -1.64984, -0.32235], [0.21683, -2.82000, -2.46360], [0.06591, 0.50686, -0.29229], [0.39703, -1.23018, -3.21326], [-1.75256, 1.59213, -2.15446], [-3.29535, -0.23947, -0.32010], [-2.14250, -1.44111, -2.85891], [-2.55746, -2.26779, -1.35791]],
  "mulliken_charge": [-0.34, -0.26, -0.32, -0.26, -0.50, -0.52, -0.20, 0.54, -0.48, -0.63, 0.49, 0.27, 0.20, -0.55, -0.77, 0.32, -0.40, -0.90, 0.48, 0.50, 0.42, 0.34, 0.16, 0.19, 0.37, 0.16, 0.41, 0.31, 0.27, 0.33, 0.36],
  "homo_ev": -9.02,
  "energy_ha": -1193.9787,
  "e_above_lowest_kj_mol": 2.8,
  "e_lumo_ev": -2.593,
  "largest_force_ev_per_a": 5.30,
  "gap_ev": 6.43
}

---

Record 2
{
  "formula": "C11H10FO3",
  "method": "ωB97M-V/def2-TZVPD",
  "symbols": ["F", "O", "O", "O", "C", "C", "C", "C", "C", "C", "C", "C", "C", "C", "C", "H", "H", "H", "H", "H", "H", "H", "H", "H", "H"],
  "positions_angstrom": [[1.06891, 2.59047, -0.93982], [0.29931, 2.18451, 2.56687], [2.30147, 2.48895, 1.58001], [-2.91868, -1.38256, 1.39642], [0.62963, -0.66266, 1.18628], [-2.05364, -0.11765, -1.31750], [0.39177, 2.23507, 0.26422], [-1.80382, -0.96338, 1.14202], [0.72722, -0.18061, -1.36007], [-1.33540, -0.49321, -0.17674], [-0.03398, 0.11726, -2.52831], [-0.60364, -0.77147, 2.06880], [-1.41550, -0.03266, -2.47960], [1.06460, 2.37642, 1.43482], [0.05209, -0.34476, -0.14423], [-3.14681, -0.18366, -1.09872], [1.82486, 0.13106, -1.52335], [1.35060, 0.14293, 1.48350], [-1.97520, 0.38012, -3.30634], [1.15913, -1.56165, 1.12140], [-0.67954, 2.31149, 0.08197], [-0.42327, -1.67649, 2.77317], [-0.92134, 0.07464, 2.69978], [0.85783, 2.12818, 3.38102], [0.45270, 0.50034, -3.47854]],
  "mulliken_spin": [0.04, 0.02, 0.23, 0.18, -0.03, 0.24, 0.53, 0.05, 0.03, 0.28, 0.36, 0.04, -0.15, 0.10, 0.01, 0.02, -0.01, -0.01, -0.01, 0.01, 0.01, 0.01, 0.01, 0.00, 0.03],
  "homo_ev": [-0.63, -4.56],
  "charge": -1,
  "energy_ha": -750.6586,
  "e_above_lowest_kj_mol": 0.0,
  "multiplicity": 3,
  "e_lumo_ev": [3.151, 1.448],
  "largest_force_ev_per_a": 5.83,
  "gap_ev": [3.78, 6.00]
}

---

Record 3
{
  "formula": "C11H10N2OSTi",
  "method": "ωB97M-V/def2-TZVPD",
  "symbols": ["Ti", "S", "O", "N", "N", "C", "C", "C", "C", "C", "C", "C", "C", "C", "C", "C", "H", "H", "H", "H", "H", "H", "H", "H", "H", "H"],
  "positions_angstrom": [[1.38114, -1.91665, 0.76822], [0.77491, -0.43324, -4.09061], [0.58145, 0.33618, 2.39770], [0.91397, 0.58248, -2.85840], [-0.03930, -1.61548, -3.44729], [-1.13196, -1.53397, 0.04160], [-0.99446, 3.61661, -1.14698], [-0.55181, -0.26275, 0.37840], [0.28324, -0.01775, -1.84939], [-0.19071, 2.84097, -0.72523], [1.08176, -0.89536, 2.67370], [0.15680, 0.51223, -0.53219], [-0.72131, 0.22943, 1.82124], [-1.00176, -2.04241, -1.23326], [-0.28610, -1.27950, -2.16865], [0.76887, 1.85357, -0.23513], [-1.66626, -2.07118, 0.81070], [-1.84327, 4.08486, -1.58274], [-1.41270, -3.00312, -1.50486], [1.05466, -1.20622, 3.71815], [0.89095, 2.01536, 0.83063], [-1.12978, 1.23488, 1.79216], [1.73460, 1.95837, -0.72213], [0.55721, -1.74518, 2.08415], [2.19570, -0.85571, 2.38057], [-1.40585, -0.38640, 2.39962]],
  "mulliken_charge": [0.90, 0.35, -0.30, -0.49, -0.57, -0.02, 0.10, -0.82, 0.69, -0.69, -0.36, 1.13, -0.80, -0.71, 0.24, -0.82, 0.52, 0.44, 0.51, 0.41, 0.31, 0.44, 0.49, 0.32, 0.33, 0.40],
  "homo_ev": -16.04,
  "charge": 2,
  "energy_ha": -1856.6795,
  "e_lumo_ev": -9.868,
  "largest_force_ev_per_a": 4.24,
  "gap_ev": 6.17
}

---

Record 4
{
  "formula": "C11H10N4O5S4SbY",
  "method": "ωB97M-V/def2-TZVPD",
  "symbols": ["Sb", "Y", "S", "S", "S", "S", "O", "O", "O", "O", "O", "N", "N", "N", "N", "C", "C", "C", "C", "C", "C", "C", "C", "C", "C", "C", "H", "H", "H", "H", "H", "H", "H", "H", "H", "H"],
  "positions_angstrom": [[4.05730, 1.29406, 1.52498], [0.83082, 0.25878, 0.62973], [2.59965, 2.06126, -0.23946], [6.06533, 0.68557, 0.62821], [2.78468, -0.67721, 2.13114], [4.03960, 2.74227, 3.29012], [0.01411, 2.09174, 2.05326], [-1.70487, 3.30578, 1.54605], [-0.29002, -1.71617, 0.07472], [-1.09559, 1.67277, 0.25437], [-2.14931, -2.97767, 0.27389], [-0.94588, 2.39255, 1.29949], [0.00530, 0.40962, -6.08753], [-0.64730, -0.69307, 2.48497], [0.39418, 0.22025, -1.92018], [-1.49424, -0.82397, 4.70323], [-1.29922, -2.19531, 0.68644], [0.33213, 1.39070, -2.56015], [0.14952, 0.34677, -4.70224], [-2.32414, -1.87322, 4.33488], [-2.29482, -2.32483, 3.02628], [0.31843, -0.88672, -2.66007], [-1.43070, -1.71251, 2.13329], [-0.67164, -0.25842, 3.74392], [0.19848, 1.50328, -3.92856], [0.20630, -0.87442, -4.03732], [-2.91051, -3.13734, 2.66808], [0.33823, 1.26661, -6.49913], [-0.00476, 0.56205, 3.97731], [0.33110, -1.81834, -2.10973], [0.15022, 2.48064, -4.39294], [0.40101, 2.27703, -1.94248], [-1.47662, -0.44533, 5.71613], [-2.98109, -2.33721, 5.06115], [0.34639, -0.40378, -6.57404], [0.15792, -1.80624, -4.58783]],
  "mulliken_charge": [0.95, 0.96, -0.61, -0.77, -0.66, -0.76, -0.57, -0.69, -0.65, -0.67, -0.74, 1.38, -0.58, 0.20, 0.13, -0.81, 0.45, -0.41, 1.26, -0.15, -0.69, -0.48, 0.28, -0.28, -0.92, -0.80, 0.47, 0.23, 0.52, 0.45, 0.26, 0.44, 0.37, 0.38, 0.23, 0.28],
  "homo_ev": -1.38,
  "charge": -2,
  "energy_ha": -2892.0143,
  "e_above_lowest_kj_mol": 37.9,
  "e_lumo_ev": 4.112,
  "largest_force_ev_per_a": 0.27,
  "gap_ev": 5.50
}

---

Record 5
{
  "formula": "C11H10NO2",
  "method": "ωB97M-V/def2-TZVPD",
  "symbols": ["O", "O", "N", "C", "C", "C", "C", "C", "C", "C", "C", "C", "C", "C", "H", "H", "H", "H", "H", "H", "H", "H", "H", "H"],
  "positions_angstrom": [[-0.77098, 4.44943, -1.20945], [0.80778, 2.99449, -0.68714], [-0.92686, 0.89701, -0.33822], [-1.39974, 2.13729, -0.95264], [-0.03879, -1.42953, 0.88628], [0.47320, -2.59271, 1.49581], [1.89269, -1.42370, -0.64816], [2.35747, -2.54896, -0.03574], [-1.24301, -0.80359, 1.29232], [0.19083, 0.31621, -0.76054], [1.64936, -3.11363, 1.03727], [-0.33302, 3.21422, -0.91500], [0.68348, -0.85528, -0.18259], [-1.65307, 0.33169, 0.67926], [-1.77426, 1.95754, -1.95564], [0.70994, 0.81606, -1.56065], [3.27510, -3.00681, -0.36377], [-1.66212, 4.57152, -0.85222], [2.04937, -3.99302, 1.51692], [2.40947, -0.94380, -1.46198], [-1.80921, -1.25301, 2.09015], [-2.56542, 0.81965, 0.97646], [-0.06949, -3.02078, 2.32293], [-2.25271, 2.47972, -0.37365]],
  "mulliken_charge": [-0.46, -0.45, 0.07, -0.77, 0.94, -0.87, -0.74, -0.59, -0.95, -0.07, -0.47, 0.73, 0.74, -0.10, 0.28, 0.48, 0.42, 0.35, 0.40, 0.43, 0.45, 0.34, 0.43, 0.40],
  "homo_ev": -13.01,
  "charge": 1,
  "energy_ha": -630.1895,
  "e_above_lowest_kj_mol": 0.0,
  "e_lumo_ev": -4.452,
  "largest_force_ev_per_a": 0.77,
  "gap_ev": 8.56
}

---

Record 6
{
  "formula": "C11H10O2",
  "method": "ωB97M-V/def2-TZVPD",
  "symbols": ["O", "O", "C", "C", "C", "C", "C", "C", "C", "C", "C", "C", "C", "H", "H", "H", "H", "H", "H", "H", "H", "H", "H"],
  "positions_angstrom": [[1.91749, 1.20229, -1.09564], [-1.31217, -2.22334, 1.75642], [-0.25479, 0.49321, -0.53419], [-1.10635, -0.43496, 0.09455], [-0.81792, 1.66041, -1.22583], [-2.48172, -0.14382, 0.01762], [-2.17127, 1.87534, -1.27388], [-0.49449, -1.41280, 0.97659], [1.14443, 0.36139, -0.40677], [1.69005, -0.58398, 0.39400], [0.86373, -1.52318, 1.05396], [-2.98460, 0.91690, -0.68219], [3.14367, -0.68235, 0.40346], [3.63157, 0.19359, 0.81574], [-0.03721, 2.28328, -1.66190], [-2.20607, -1.76888, 1.87135], [1.32664, -2.25729, 1.74947], [3.69109, -0.78093, -0.61470], [2.90207, 1.23753, -0.86399], [-3.27966, -0.79905, 0.46000], [3.41776, -1.55072, 0.98590], [-4.05372, 1.05526, -0.63790], [-2.52856, 2.88212, -1.58207]],
  "mulliken_charge": [-0.66, -0.62, 0.22, 0.77, -0.64, -0.71, -0.58, 0.38, 0.53, 1.46, -0.93, -0.58, -1.89, 0.42, 0.39, 0.30, 0.27, 0.34, 0.35, 0.14, 0.37, 0.36, 0.32],
  "homo_ev": -7.51,
  "energy_ha": -575.6297,
  "e_above_lowest_kj_mol": 5.1,
  "e_lumo_ev": 0.605,
  "largest_force_ev_per_a": 3.02,
  "gap_ev": 8.11
}

---

Record 7
{
  "formula": "C11H11Cl13CuF12MgO12S4",
  "method": "ωB97M-V/def2-TZVPD",
  "symbols": ["Cu", "Cl", "Cl", "Cl", "Cl", "Cl", "Cl", "Cl", "Cl", "Cl", "Cl", "Cl", "Cl", "Cl", "S", "S", "S", "S", "Mg", "F", "F", "F", "F", "F", "F", "F", "F", "F", "F", "F", "F", "O", "O", "O", "O", "O", "O", "O", "O", "O", "O", "O", "O", "C", "C", "C", "C", "C", "C", "C", "C", "C", "C", "C", "H", "H", "H", "H", "H", "H", "H", "H", "H", "H", "H"],
  "positions_angstrom": [[-3.06348, 0.95779, -1.11609], [-2.96503, 3.56207, 1.62429], [3.95114, -3.20833, -2.48597], [2.86707, 2.55029, 5.06333], [0.13104, -4.00850, 2.12363], [1.86455, -6.65094, 0.87556], [-1.73444, 5.45912, 3.36900], [6.72116, 2.09923, -0.50448], [4.58528, 4.05997, -0.19537], [-0.24569, 4.60858, 1.07327], [4.69740, 2.01973, 2.85578], [2.80643, 4.10030, 2.61314], [2.43313, -2.96083, -5.37316], [4.50072, 2.19034, -2.45979], [-4.20508, -0.33753, 2.01094], [-0.28377, 0.28280, 1.25009], [-1.74261, 4.04737, -2.13056], [-2.06202, -2.58286, -1.11000], [-1.65258, -2.43984, 1.96345], [0.24556, 4.76652, -3.76931], [0.94812, 4.34644, -1.76544], [1.73755, 1.86733, 0.34528], [-5.07224, 0.03864, 4.55639], [-3.19685, -4.97413, -1.76083], [2.41553, -0.21135, 0.89645], [-4.63923, -3.31080, -1.47694], [-5.51492, 1.62784, 3.11049], [1.26074, 0.15939, -0.96464], [-3.47530, 1.40151, 3.93906], [0.29875, 2.64983, -3.02784], [-3.47069, -3.56777, -3.35634], [-0.45231, -1.16729, 1.50247], [-1.95856, 2.84451, -1.27298], [-0.75726, -2.98046, -1.67911], [-2.95171, -1.11733, 2.28662], [-1.32667, 0.78135, 0.35981], [-2.59535, 4.09152, -3.34107], [-0.03606, 1.00634, 2.49181], [-1.92050, 5.38837, -1.56084], [-2.20960, -2.94478, 0.30568], [-3.99772, 0.44851, 0.80854], [-5.26514, -1.32045, 1.94962], [-2.43776, -1.18488, -1.31215], [1.59639, -2.73783, -3.79982], [5.02629, 2.41772, -0.76802], [3.07683, 2.53169, 3.29740], [-1.42451, 4.09819, 2.29248], [1.73017, -5.06427, 0.03543], [1.44008, 0.54054, 0.30826], [0.10934, 3.93298, -2.71402], [-4.58780, 0.76768, 3.57206], [-3.46446, -3.68772, -1.98864], [1.62580, -3.93227, 1.09956], [2.50670, -2.20869, -2.70448], [0.73681, -2.10492, -4.02037], [2.32044, 1.85706, 2.89635], [2.58903, -4.85720, -0.60300], [2.50900, -4.02880, 1.73103], [2.89171, -1.22103, -2.95825], [0.86347, -4.94336, -0.61442], [-1.09182, 3.32842, 2.98881], [2.10682, -2.11369, -1.69494], [1.10119, -3.66382, -3.50755], [1.60515, -2.93751, 0.65444], [4.50158, 1.63918, -0.21426]],
  "mulliken_spin": [0.07, 0.00, 0.00, 0.00, 0.00, 0.00, 0.00, 0.00, 0.00, 0.01, 0.00, 0.00, 0.00, 0.00, 0.00, 0.00, -0.10, 0.00, 0.00, 0.00, 0.00, 0.00, 0.00, 0.00, 0.00, 0.00, 0.00, 0.00, 0.00, 0.00, 0.00, 0.00, 0.14, 0.00, 0.00, 0.01, 0.47, 0.00, 0.43, 0.00, 0.00, 0.00, 0.00, 0.00, 0.00, 0.00, 0.00, 0.00, 0.00, -0.01, 0.00, 0.00, 0.00, 0.00, 0.00, 0.00, 0.00, 0.00, 0.00, 0.00, 0.00, 0.00, 0.00, 0.00, 0.00],
  "homo_ev": [-10.61, -10.23],
  "energy_ha": -11942.8676,
  "multiplicity": 2,
  "e_lumo_ev": [-1.004, -5.644],
  "largest_force_ev_per_a": 3.42,
  "gap_ev": [9.60, 4.58]
}

---

Record 8
{
  "formula": "C11H11ClO2",
  "method": "ωB97M-V/def2-TZVPD",
  "symbols": ["Cl", "O", "O", "C", "C", "C", "C", "C", "C", "C", "C", "C", "C", "C", "H", "H", "H", "H", "H", "H", "H", "H", "H", "H", "H"],
  "positions_angstrom": [[2.48904, -2.06218, 0.26518], [0.96105, -0.29389, -1.76058], [0.22026, 0.02358, 0.81281], [-1.96827, 0.23522, 0.20137], [-3.32045, -1.71804, -0.32656], [1.11533, 2.94382, -0.67895], [1.48375, 0.33835, -0.70962], [-0.85968, -0.55611, 0.32556], [3.44790, 0.33713, 1.00654], [2.78148, -0.33628, -0.22956], [-2.15699, -2.41429, -0.23495], [1.40580, 1.76108, -0.68403], [-0.91860, -1.90669, 0.06932], [-3.17838, -0.35463, -0.11906], [-4.25006, -2.24265, -0.54928], [3.99847, 1.27948, 0.72071], [2.75011, 0.55705, 1.80675], [-0.01356, -0.25954, -1.72659], [-2.12272, -3.47728, -0.38384], [4.10537, -0.40454, 1.33484], [-0.17228, -2.62082, 0.20429], [3.46180, -0.53389, -1.04408], [-1.87643, 1.37504, 0.19885], [1.30618, 4.05270, -0.66442], [-4.01858, 0.20958, -0.11618]],
  "mulliken_charge": [-0.20, -0.48, -0.58, -0.26, -0.83, 0.03, 0.74, 0.26, -1.33, 0.13, -0.24, -0.86, -0.24, -0.33, 0.39, 0.29, 0.28, 0.46, 0.33, 0.52, 0.35, 0.43, 0.27, 0.39, 0.48],
  "homo_ev": [-8.42, -8.42],
  "energy_ha": -1036.2687,
  "e_above_lowest_kj_mol": 198.5,
  "e_lumo_ev": [-0.579, -0.580],
  "largest_force_ev_per_a": 3.50,
  "gap_ev": [7.84, 7.84]
}